[1]
This record from the OMol25 dataset describes a single C4H5NO molecule. The level of theory is ωB97M-V with the def2-TZVPD basis set.

relative energy (zero: lowest compared OMol25 entry of this formula, charge and spin)	291.6	kJ/mol
strongest force on any atom	7.6	eV Å⁻¹
total charge	0
Kohn-Sham gap	8.9	eV
SMILES	Cc1cocn1

```
11
Properties=species:S:1:pos:R:3:forces:R:3
C -0.7564 1.1955 -0.0511 3.7 -5.0 0.1
C -1.7640 -0.7878 0.0019 -2.9 -1.0 -0.7
C 0.2934 -0.1950 -0.1383 -4.3 6.2 0.6
C 1.7295 -0.0942 0.0435 -0.1 -3.2 2.8
N -0.5589 -1.1853 -0.1042 1.9 -1.4 -0.1
O -1.9148 0.5419 0.0663 -0.8 0.8 -0.6
H -0.6749 2.3109 -0.0070 -0.4 -1.5 0.0
H -2.6575 -1.5069 -0.1973 1.5 2.0 0.8
H 2.1796 0.3348 -0.7389 1.8 1.7 -3.1
H 1.9084 0.4993 0.9281 0.3 0.1 0.3
H 2.2156 -1.1131 0.1972 -0.7 1.2 -0.2
```
Positions in Å, forces in eV/Å.

[2]
This record from the OMol25 dataset describes 2 unconnected molecules or ions with the total composition C3H9NO. The level of theory is ωB97M-V with the def2-TZVPD basis set.

relative energy (zero: lowest compared OMol25 entry of this formula, charge and spin)	301.8	kJ/mol
strongest force on any atom	4.3	eV Å⁻¹
total charge	0
Kohn-Sham gap	9.3	eV
SMILES	C=CO.CN

```
14
Properties=species:S:1:pos:R:3:forces:R:3
C 0.9434 1.4392 -0.7415 -1.4 -0.7 -0.1
N 1.6304 0.1118 -0.7953 -2.5 0.1 0.7
H 1.7524 2.0774 -0.9721 0.0 1.8 -0.6
H 0.4825 1.7409 0.2444 1.0 -0.8 -0.6
H 0.0237 1.4574 -1.4183 1.7 0.1 0.4
H 1.5688 -0.3327 -1.6993 0.1 0.1 0.0
H 2.5581 0.2274 -0.4957 1.3 -0.1 0.2
C -1.8456 0.1455 0.2261 -0.3 -0.7 0.1
C -1.1742 -1.0057 0.3825 -0.7 0.5 4.2
O 0.0168 -1.0184 1.0965 1.6 0.4 -3.2
H -2.8620 0.0311 0.4838 -1.6 -0.2 -1.1
H -1.5472 1.1703 0.3512 0.8 -0.1 -0.1
H -1.7600 -1.9286 0.6652 0.6 0.8 -1.1
H 0.6945 -0.5522 0.4339 -0.7 -1.1 1.3
```
Positions in Å, forces in eV/Å.

[3]
This record from the OMol25 dataset describes a molecular structure, C24H29IrN2O9SSe2. The level of theory is ωB97M-V with the def2-TZVPD basis set.

2S+1	2
relative energy (zero: lowest compared OMol25 entry of this formula, charge and spin)	39.0	kJ/mol
strongest force on any atom	0.5	eV Å⁻¹
total charge	-1
Kohn-Sham gap (spin up / spin down)	6.8 / 5.6	eV

```
68
Properties=species:S:1:pos:R:3:forces:R:3
Ir -0.8246 -0.8565 -1.4314 -0.4 -0.2 0.1
O -2.8960 -0.0137 -4.0743 -0.2 0.1 -0.2
C -3.9635 0.7962 -3.6783 0.0 0.0 0.0
C -3.7561 1.5778 -2.3704 0.0 0.1 0.0
C -4.8871 2.6375 -2.3947 0.0 0.0 0.0
O -4.9799 3.4675 -1.2472 0.0 0.0 0.0
C -4.0096 0.7416 -1.1222 0.0 0.0 0.0
Se -3.0898 -0.9399 -0.8196 0.2 0.2 -0.1
C -2.4358 2.3445 -2.2818 0.1 0.0 0.1
Se -0.6646 1.4920 -2.1053 0.0 0.0 0.0
H -2.9750 -0.9203 -3.7427 0.1 0.0 0.0
H -4.9037 0.2321 -3.5931 0.0 0.0 0.0
H -4.1060 1.5332 -4.4787 0.0 0.0 0.0
H -5.8434 2.1240 -2.5659 0.0 0.0 0.0
H -4.7181 3.3166 -3.2320 0.0 0.0 0.0
H -5.0210 2.9055 -0.4666 0.0 0.0 0.0
H -5.0651 0.4535 -1.0776 0.0 0.0 0.0
H -3.7518 1.3044 -0.2246 0.0 0.0 0.0
H -2.5152 3.0121 -1.4249 0.0 0.0 0.0
H -2.3401 2.9667 -3.1748 0.0 0.0 0.0
O -2.1795 0.8200 1.2792 -0.1 0.0 -0.1
C -1.0881 0.3081 1.4454 0.1 0.2 0.0
N -0.4388 0.3040 2.6571 0.0 0.0 0.0
C 0.8864 -0.2415 2.5597 0.0 0.0 0.0
C 0.8196 -0.8084 1.1116 0.0 0.0 0.0
O 1.6907 -1.5025 0.6305 0.0 -0.1 0.1
N -0.3187 -0.3623 0.5113 0.1 -0.1 0.0
C 1.9882 0.8264 2.6310 0.0 0.0 0.0
C 1.7533 2.0557 3.2351 0.0 0.0 0.0
C 2.7597 3.0072 3.3309 0.0 0.0 0.0
C 4.0192 2.7447 2.8173 0.0 0.0 0.0
C 4.2613 1.5223 2.2067 0.0 0.0 0.0
C 3.2577 0.5702 2.1167 0.0 0.0 0.0
C 1.1470 -1.3248 3.6079 0.0 0.0 0.0
C 2.1712 -2.2557 3.4519 0.0 0.0 0.0
C 2.4214 -3.1972 4.4385 0.0 0.0 0.0
C 1.6622 -3.2217 5.5996 0.0 0.0 0.0
C 0.6399 -2.3003 5.7603 0.0 0.0 0.0
C 0.3842 -1.3623 4.7696 0.0 0.0 0.0
H -0.7516 0.9470 3.3602 0.0 0.0 0.0
H 0.7754 2.2977 3.6292 0.0 0.0 0.0
H 2.5510 3.9593 3.8023 0.0 0.0 0.0
H 4.8032 3.4882 2.8846 0.0 0.0 0.0
H 5.2376 1.3078 1.7902 0.0 0.0 0.0
H 3.4484 -0.3706 1.6203 0.0 0.0 0.0
H 2.7488 -2.2644 2.5402 0.0 0.0 0.0
H 3.2115 -3.9230 4.2919 0.0 0.0 0.0
H 1.8596 -3.9595 6.3671 0.0 0.0 0.0
H 0.0299 -2.3132 6.6550 0.0 0.0 0.0
H -0.4353 -0.6690 4.9014 0.0 0.0 0.0
O -1.1538 -3.0001 -1.2789 0.2 0.0 0.2
S -1.6462 -3.1065 -2.7167 -0.4 -0.3 -0.2
O -1.1212 -4.2688 -3.3762 0.1 0.1 -0.1
O -1.0702 -1.7922 -3.2810 0.0 0.2 0.0
O -3.1074 -2.9833 -2.7886 0.2 -0.1 0.1
C 2.8116 -0.8261 -3.8292 0.0 0.0 0.0
C 2.8018 0.4889 -3.0257 0.0 0.0 0.0
C 2.2692 0.0479 -1.6730 0.1 0.0 -0.1
O 1.2930 -0.9370 -2.0201 -0.2 0.0 0.1
C 1.8772 -1.7616 -3.0421 0.0 -0.1 0.0
H 3.8151 -1.2500 -3.8809 0.0 0.0 0.0
H 2.4572 -0.6754 -4.8474 0.0 0.0 0.0
H 2.1019 1.1996 -3.4639 0.0 0.0 0.0
H 3.7852 0.9542 -2.9548 0.0 0.0 0.0
H 1.7829 0.8292 -1.0925 0.0 0.0 0.0
H 3.0404 -0.4308 -1.0609 0.0 0.0 0.0
H 1.0623 -2.1829 -3.6190 0.0 0.0 0.0
H 2.4320 -2.5622 -2.5454 0.0 0.0 0.0
```
Positions in Å, forces in eV/Å.

[4]
This record from the OMol25 dataset describes a molecular structure, C18H23EuIN2. The level of theory is ωB97M-V with the def2-TZVPD basis set.

2S+1	8
relative energy (zero: lowest compared OMol25 entry of this formula, charge and spin)	437.3	kJ/mol
strongest force on any atom	4.8	eV Å⁻¹
total charge	0
Kohn-Sham gap (spin up / spin down)	5.8 / 5.6	eV

```
45
Properties=species:S:1:pos:R:3:forces:R:3
C 0.3087 -2.2266 1.4459 2.5 -2.9 2.9
C -2.1735 -0.6348 1.5053 -0.6 0.5 0.8
H -0.0254 -3.2362 1.2155 -0.2 0.1 -0.2
H -0.0218 -1.8144 2.3787 -0.2 0.4 0.1
H 1.3348 -1.9921 1.1811 0.0 0.3 -0.1
H -2.9791 -0.2166 0.9192 -0.7 0.1 0.4
H -2.3743 -1.6068 1.9184 -0.5 -0.2 0.4
H -1.6302 0.0609 2.1300 -0.4 0.2 0.4
C 1.5771 -2.4665 -1.7205 0.8 -0.2 -2.1
C 2.2844 -2.8408 -2.8676 0.1 -0.2 0.5
C 1.9131 -2.3008 -4.0913 -0.1 0.0 0.2
C 0.8496 -1.4067 -4.1667 -0.6 0.4 0.2
H 1.7800 -2.8506 -0.7308 0.1 -0.1 0.0
H 3.0940 -3.5430 -2.7589 0.2 -0.1 -0.3
H 2.4411 -2.5772 -4.9990 -0.1 0.0 0.2
H 0.5298 -0.9829 -5.1071 0.2 -0.2 -0.2
N 0.6145 -1.6061 -1.8620 -0.9 1.0 -0.9
C 0.1560 -1.0435 -3.0043 2.9 -2.2 -0.4
C -0.9724 -0.1491 -2.9856 -2.8 2.4 -0.4
N -1.6514 0.0895 -1.8408 1.3 -0.7 -0.7
C -2.6949 0.8492 -1.6712 -0.4 0.8 -1.8
C -2.5656 1.3535 -4.0144 0.0 -0.1 0.2
C -3.1961 1.5218 -2.7888 -0.1 0.0 0.3
H -3.1230 0.9156 -0.6821 0.0 0.1 0.0
H -4.0597 2.1525 -2.6564 -0.1 0.1 -0.2
C -1.4557 0.5208 -4.1181 0.6 -0.5 0.2
H -0.9426 0.3749 -5.0570 -0.2 0.2 -0.2
H -2.9323 1.8660 -4.8986 0.0 -0.1 0.1
Eu -0.7286 -1.0555 -0.1312 -1.0 1.0 1.0
I -2.3523 -3.3259 -0.9376 -0.6 -1.1 -0.5
C 2.6828 2.4099 3.2076 -0.6 -0.1 0.2
C 1.2592 1.8188 3.1677 0.0 0.2 0.5
C 1.1252 0.6838 4.2136 -0.1 0.5 -0.2
C 0.2030 2.9154 3.4544 0.4 -0.4 0.1
C 0.9844 1.2444 1.8619 -0.9 -1.0 -2.0
C 0.5626 0.6926 0.8320 1.5 1.6 1.3
H 2.8712 2.8180 4.1966 0.1 0.1 0.2
H 2.7835 3.1994 2.4723 0.1 0.1 -0.2
H 3.4107 1.6345 3.0038 0.2 -0.1 -0.1
H 1.3000 1.0752 5.2119 0.1 0.0 0.2
H 0.1243 0.2555 4.1784 -0.1 0.0 0.0
H 1.8436 -0.1033 4.0103 0.2 -0.1 0.0
H 0.2736 3.7108 2.7211 0.0 0.1 -0.1
H -0.7965 2.4892 3.4171 -0.1 0.0 0.0
H 0.3682 3.3272 4.4470 0.0 0.1 0.2
```
Positions in Å, forces in eV/Å.

[5]
This record from the OMol25 dataset describes a molecular structure, C24H36AsCaF9O17. The level of theory is ωB97M-V with the def2-TZVPD basis set.

2S+1	2
strongest force on any atom	6.8	eV Å⁻¹
total charge	+1
Kohn-Sham gap (spin up / spin down)	10.9 / 6.8	eV

```
88
Properties=species:S:1:pos:R:3:forces:R:3
Ca -0.4860 -1.0125 0.6288 -1.6 -0.3 0.0
As -3.1788 -3.0829 2.0934 -2.7 1.4 -0.1
F -3.5048 -4.6065 1.3409 0.5 0.6 0.0
F -2.2467 -3.7600 3.3601 0.2 -0.2 -0.2
F -2.8853 -1.4700 2.7961 0.2 -0.9 -0.4
F -3.9941 -2.1271 0.7616 0.8 -1.5 1.3
F -4.6914 -3.3245 3.0390 1.6 0.7 -1.0
F -1.6589 -2.9115 1.0999 -0.3 -0.1 0.4
C 3.1093 -1.1769 0.3393 -1.0 -1.7 -4.0
O 3.8452 -1.8866 -0.7190 -0.3 -0.3 4.3
O 1.7604 -1.6713 0.1954 2.1 1.4 1.1
C 3.7116 -1.2302 1.7733 0.4 2.8 -1.7
F 5.0003 -1.0258 1.6968 1.6 0.4 -0.6
F 3.2599 -0.1714 2.5222 -0.6 -1.3 -0.5
F 3.5549 -2.3618 2.2962 -1.4 -2.9 2.2
C 3.9135 -1.2876 -1.9702 -0.3 0.8 0.4
C 4.9379 -2.0416 -2.7492 0.4 0.4 -1.8
H 5.9838 -2.0063 -2.4441 -0.3 0.0 0.8
H 4.6502 -3.0708 -2.9637 -0.1 0.0 0.4
H 5.0073 -1.5610 -3.7251 -0.2 0.0 -0.3
H 4.1078 -0.2298 -1.7931 0.8 0.4 -0.4
H 2.9295 -1.2554 -2.4379 -0.2 -0.6 -0.4
H 3.1583 -0.1322 0.0323 -0.6 0.5 0.2
C -2.3892 -0.9471 -5.7901 0.9 1.4 -1.0
C -2.9259 -1.3147 -4.4408 0.0 -2.2 -1.9
C -3.1153 -2.8805 -4.2510 -1.3 1.5 -2.3
O -2.6161 -3.1160 -3.0065 0.3 -1.7 3.3
C -1.9365 -2.1110 -2.5446 0.2 2.9 0.9
O -1.4921 -1.8782 -1.4318 -0.3 -1.3 -2.2
O -1.8908 -1.1693 -3.5563 1.8 1.3 2.8
H -3.0232 -1.0888 -6.6654 -0.1 -0.4 0.3
H -1.3639 -1.2615 -5.9852 -0.2 -1.1 0.1
H -2.1569 0.1178 -5.7903 -0.5 0.5 0.2
H -3.7502 -0.6256 -4.2574 -0.4 -0.5 0.7
H -2.4637 -3.4261 -4.9335 -0.4 0.1 -0.5
H -4.1658 -3.1684 -4.2937 0.2 -0.3 -0.1
C 2.9896 -4.2500 5.4158 -1.0 0.4 0.3
C 1.9884 -3.0098 5.5450 0.6 -2.0 1.2
C 2.3706 -1.5342 5.5078 1.9 -2.0 -0.1
O 1.4572 -1.0481 4.5819 -0.3 4.3 0.8
C 0.9003 -1.9934 3.9012 -2.7 3.2 -4.4
O 0.2216 -1.7760 2.8767 1.6 -0.7 1.8
O 1.1840 -3.0772 4.4048 -0.3 -5.8 -0.8
H 3.4950 -4.3683 4.4573 -0.1 0.6 -0.1
H 2.3108 -5.1000 5.4850 0.0 -0.1 -0.1
H 3.7291 -4.4509 6.1909 -0.1 0.8 0.3
H 1.2480 -3.2759 6.2993 0.5 0.3 0.8
H 3.3246 -1.5416 4.9806 0.5 0.6 0.5
H 2.4339 -1.0701 6.4920 -0.4 0.4 -0.4
C -0.1288 2.9319 5.3076 0.7 -0.4 -0.8
C -1.3034 2.9403 4.3326 -1.9 0.4 0.4
C -1.3228 3.8686 3.1193 1.1 1.0 2.1
O -0.5694 3.1460 2.1961 1.6 -2.6 -1.6
C -0.6051 1.8052 2.5067 -1.9 -0.9 0.3
O -0.1973 0.8169 1.8776 -0.5 4.0 1.6
O -1.3821 1.6878 3.6449 1.8 -0.9 -1.0
H 0.8088 2.9741 4.7534 0.2 0.0 -0.2
H -0.1321 1.9493 5.7795 -0.1 0.1 0.2
H -0.0421 3.6984 6.0777 -0.7 0.1 -0.2
H -2.2267 3.0964 4.8905 -0.1 -0.4 0.0
H -0.7361 4.7101 3.4878 -0.1 0.5 -0.8
H -2.2688 4.1823 2.6780 -0.1 -0.3 0.3
C 3.3960 3.4972 -2.3543 -1.6 0.0 -0.7
C 1.9584 2.9142 -2.8344 3.5 -0.9 1.6
C 2.0865 1.6880 -3.7935 -1.5 2.9 -0.6
O 1.1360 0.8446 -3.2143 -0.1 -2.8 -1.3
C 0.9217 1.1100 -1.9550 -2.7 -1.0 0.6
O 0.1506 0.4597 -1.2563 1.8 0.5 -0.3
O 1.4705 2.2327 -1.6591 0.5 1.7 2.1
H 3.3113 4.2063 -1.5309 -0.3 0.0 -0.1
H 3.9612 3.9840 -3.1491 -0.3 0.0 -0.2
H 4.0126 2.6764 -1.9879 -0.3 -0.2 -0.1
H 1.1371 3.5678 -3.1282 0.6 0.4 -0.1
H 3.0461 1.2299 -4.0332 -0.1 0.1 0.4
H 1.5587 2.1299 -4.6386 0.7 -0.8 -0.9
C -3.1267 3.9421 -3.2406 -0.1 -0.2 0.3
C -3.9173 3.2241 -2.1142 1.5 -1.5 -0.2
C -4.6282 1.9358 -2.4825 -3.1 0.0 -1.1
O -4.4270 0.9374 -1.4671 0.0 0.8 -0.9
C -3.3999 1.3442 -0.7807 4.6 -3.9 3.0
O -2.7876 0.5468 0.0263 -2.2 4.0 -2.9
O -2.9170 2.5334 -1.1929 -0.8 1.2 0.5
H -2.5640 3.2505 -3.8677 0.0 -0.3 0.3
H -2.4237 4.6782 -2.8506 0.0 -0.2 0.4
H -3.7234 4.5171 -3.9487 -0.6 -0.2 0.3
H -4.6119 3.8943 -1.6078 0.6 0.0 0.5
H -4.4467 1.6017 -3.5041 0.8 -0.5 0.2
H -5.7150 2.0143 -2.4512 -0.1 0.6 -0.2
```
Positions in Å, forces in eV/Å.

- What is the total charge in the fourth record?
  0